Here is a molecular structure, C25H24BCoN8OS2 from the Open Molecules 2025 dataset. Energies are from the ωB97M-V functional and the def2-TZVPD basis.

Multiplicity: 2
Net charge: -1
Calculated total energy (Ha): -3684.54336

Cartesian coordinates (Å):
Co 1.177 -0.144 0.111
C -0.827 1.164 -2.284
C -0.861 1.326 -0.785
N -1.245 0.305 -0.104
N -1.681 0.536 1.191
C -1.158 -0.205 2.099
S 0.230 -1.206 1.899
S -2.010 -0.222 3.670
C -2.957 -1.752 3.357
C -4.075 -1.585 2.372
C -3.840 -1.768 1.014
C -4.860 -1.593 0.091
C -6.132 -1.237 0.515
C -6.376 -1.052 1.870
C -5.352 -1.223 2.789
C -0.475 2.604 -0.153
C -1.045 3.809 -0.548
C -0.697 5.009 0.049
C 0.265 4.987 1.060
C 0.877 3.812 1.440
C 0.557 2.572 0.831
O 1.235 1.514 1.134
H -1.849 1.230 -2.670
H -0.435 0.182 -2.550
H -0.225 1.933 -2.763
H -3.332 -2.072 4.330
H -2.242 -2.498 3.009
H -2.840 -2.019 0.677
H -4.655 -1.725 -0.965
H -6.928 -1.097 -0.206
H -7.365 -0.769 2.210
H -5.541 -1.066 3.845
H -1.801 3.794 -1.326
H -1.167 5.936 -0.252
H 0.548 5.912 1.551
H 1.642 3.802 2.207
C 5.100 -1.524 1.685
C 3.844 -0.928 1.887
N 3.166 -0.888 0.754
N 3.943 -1.448 -0.190
C 5.117 -1.834 0.341
B 3.427 -1.460 -1.641
N 3.142 0.001 -2.055
C 3.793 0.766 -2.944
C 3.316 2.056 -2.838
C 2.354 1.988 -1.824
N 2.257 0.747 -1.363
N 2.090 -2.226 -1.700
C 1.755 -3.345 -2.358
C 0.425 -3.616 -2.107
C 0.013 -2.581 -1.258
N 1.023 -1.755 -1.028
H 5.877 -1.701 2.409
H 3.395 -0.532 2.784
H 5.870 -2.301 -0.272
H 4.233 -1.962 -2.381
H 4.553 0.337 -3.575
H 3.619 2.922 -3.401
H 1.743 2.771 -1.406
H 2.486 -3.863 -2.956
H -0.161 -4.439 -2.476
H -0.940 -2.378 -0.800

Here is 6 unconnected molecules or ions with the total composition C23H34BClN6 from the Open Molecules 2025 dataset. Energies are from the ωB97M-V functional and the def2-TZVPD basis.

Net charge: 0
Structure (SMILES): c1cc[nH]c1.c1cc[nH]c1.c1cc[nH]c1.c1cc[nH]c1.c1cc[nH]c1.CCNB(C)Cl
Calculated total energy (Ha): -1710.42437

Cartesian coordinates (Å):
C -0.513 1.625 -0.913
C -0.861 0.181 -1.231
N 0.216 -0.538 -1.912
B 1.353 -0.999 -1.233
C 1.313 -1.774 0.126
Cl 2.943 -0.697 -2.015
H -0.446 2.233 -1.817
H -1.297 2.060 -0.289
H 0.425 1.707 -0.360
H -1.138 -0.351 -0.320
H -1.751 0.157 -1.861
H 0.429 -0.125 -2.812
H 2.216 -2.363 0.274
H 0.451 -2.441 0.143
H 1.232 -1.103 0.987
N 1.600 3.538 -4.134
C 1.845 4.842 -3.800
C 1.335 5.631 -4.796
C 0.761 4.767 -5.770
C 0.942 3.482 -5.332
H 1.872 2.743 -3.585
H 2.357 5.097 -2.888
H 1.370 6.707 -4.827
H 0.274 5.056 -6.685
H 0.659 2.541 -5.770
N 6.184 0.922 -2.187
C 7.140 1.149 -3.137
C 8.225 1.707 -2.516
C 7.908 1.821 -1.134
C 6.642 1.327 -0.965
H 5.279 0.521 -2.357
H 6.971 0.895 -4.170
H 9.143 2.002 -2.996
H 8.538 2.218 -0.355
H 6.033 1.229 -0.083
N 1.287 -5.283 3.777
C 1.811 -4.701 2.656
C 1.279 -5.337 1.566
C 0.399 -6.344 2.052
C 0.426 -6.284 3.419
H 1.502 -5.017 4.720
H 2.512 -3.887 2.729
H 1.495 -5.109 0.536
H -0.186 -7.031 1.463
H -0.092 -6.865 4.162
N -1.394 0.147 2.460
C -2.345 -0.838 2.449
C -3.323 -0.483 3.339
C -2.945 0.765 3.908
C -1.751 1.127 3.346
H -0.557 0.149 1.907
H -2.247 -1.702 1.814
H -4.214 -1.050 3.554
H -3.491 1.330 4.645
H -1.130 1.993 3.499
N -8.507 -0.655 1.704
C -7.409 -0.075 1.130
C -6.635 0.443 2.133
C -7.294 0.163 3.362
C -8.446 -0.515 3.064
H -9.247 -1.112 1.205
H -7.270 -0.081 0.063
H -5.699 0.960 2.007
H -6.960 0.431 4.351
H -9.220 -0.907 3.700

Here is a molecular structure, C37H31CoFN5O4S3 from the Open Molecules 2025 dataset. Energies are from the ωB97M-V functional and the def2-TZVPD basis.

Multiplicity: 2
Net charge: -1
Energy relative to the best compared isomer or geometry (same formula, charge and spin) (kcal per mole): 0.0

Cartesian coordinates (Å):
Co 0.392 -0.229 -0.208
C -2.105 2.670 1.749
C -1.170 1.998 0.776
N -0.906 0.736 0.888
N -1.495 0.100 1.981
C -0.968 -1.043 2.270
S 0.320 -1.850 1.491
S -1.589 -1.894 3.705
C -3.239 -1.162 3.935
C -4.314 -1.924 3.210
C -5.044 -2.909 3.869
C -6.002 -3.656 3.198
C -6.238 -3.431 1.850
C -5.515 -2.451 1.182
C -4.566 -1.699 1.857
C -0.572 2.819 -0.280
C -0.571 4.217 -0.142
C -0.048 5.055 -1.102
C 0.484 4.493 -2.267
C 0.505 3.131 -2.439
C 0.007 2.242 -1.450
O 0.056 0.973 -1.666
H -2.812 1.951 2.148
H -2.638 3.485 1.265
H -1.544 3.078 2.594
H -3.174 -0.129 3.603
H -3.422 -1.176 5.011
H -4.852 -3.096 4.920
H -6.558 -4.420 3.728
H -6.975 -4.020 1.319
H -5.677 -2.279 0.125
H -3.986 -0.952 1.331
H -0.979 4.659 0.758
H -0.051 6.127 -0.954
H 0.894 5.136 -3.038
H 0.926 2.678 -3.328
C 7.557 -1.915 0.680
C 7.220 -0.658 1.473
C 7.640 -0.826 2.926
C 7.327 0.429 3.720
C 5.866 0.758 3.597
C 5.195 1.410 4.608
C 3.847 1.716 4.468
F 3.233 2.348 5.493
C 3.149 1.400 3.339
C 3.813 0.736 2.303
C 3.047 0.428 1.079
O 1.905 0.869 0.955
C 3.745 -0.371 0.107
C 5.053 -0.661 0.317
N 5.783 -0.322 1.407
C 5.162 0.389 2.434
C 3.136 -0.972 -1.151
O 3.914 -1.388 -2.009
O 1.872 -1.126 -1.175
H 8.576 -2.215 0.926
H 7.510 -1.767 -0.397
H 6.884 -2.732 0.947
H 7.780 0.185 1.050
H 8.708 -1.047 2.954
H 7.111 -1.685 3.351
H 7.925 1.258 3.327
H 7.598 0.313 4.770
H 5.710 1.688 5.519
H 2.100 1.638 3.219
H 5.556 -1.215 -0.461
N 0.312 -3.363 -1.963
C -0.882 -2.748 -2.095
N -1.205 -1.636 -1.515
C -2.488 -1.253 -1.870
C -3.119 -0.075 -1.477
C -4.409 0.178 -1.909
C -5.091 -0.725 -2.725
C -4.476 -1.898 -3.134
C -3.179 -2.142 -2.708
S -2.142 -3.486 -3.091
H 1.078 -2.720 -1.717
H 0.528 -4.082 -2.631
H -2.579 0.628 -0.862
H -4.896 1.098 -1.609
H -6.101 -0.507 -3.051
H -4.991 -2.600 -3.777

Here is C3H5NS in the gas phase in a non-equilibrium geometry from the Open Molecules 2025 dataset. Energies are from the ωB97M-V functional and the def2-TZVPD basis.

Net charge: 0
Energy relative to the best compared isomer or geometry (same formula, charge and spin) (kcal per mole): 44.3
Structure (SMILES): S=C1CNC1

Cartesian coordinates (Å):
C -0.910 0.025 -0.024
C 0.164 1.076 -0.089
C 0.100 -1.021 -0.088
H -0.004 1.726 -0.949
H 0.283 1.673 0.923
H 1.681 -0.019 0.552
H 0.215 -1.636 0.927
H -0.083 -1.788 -0.872
N 1.060 -0.045 -0.287
S -2.506 0.010 -0.094

Here is 2 unconnected molecules or ions with the total composition C6H6FN3 in a non-equilibrium geometry from the Open Molecules 2025 dataset. Energies are from the ωB97M-V functional and the def2-TZVPD basis.

Net charge: 0
Energy relative to the best compared isomer or geometry (same formula, charge and spin) (kcal per mole): 140.3

Cartesian coordinates (Å):
C 3.113 0.509 0.844
C 2.184 -1.410 0.845
C -3.515 0.780 -0.761
C -2.226 0.573 -1.008
C 0.548 -0.742 -0.937
C -1.424 0.534 0.155
N 3.182 -0.744 1.431
N 2.174 0.654 -0.065
N 1.590 -0.575 -0.082
F -1.590 1.413 1.178
H 3.851 1.277 1.053
H 1.901 -2.343 1.168
H -4.283 0.658 -1.526
H -3.726 1.065 0.373
H -1.784 0.075 -1.818
H 0.006 -1.722 -0.848

Here is a molecular structure, C39H35F2N2O4P2PdS2 in a non-equilibrium geometry from the Open Molecules 2025 dataset. Energies are from the ωB97M-V functional and the def2-TZVPD basis.

Net charge: -1
Energy relative to the best compared isomer or geometry (same formula, charge and spin) (kcal per mole): 12.4

Cartesian coordinates (Å):
Pd -1.371 0.994 -0.682
F 1.348 5.778 -0.620
C 0.169 5.133 -0.380
C 0.108 3.757 -0.516
C -1.106 3.086 -0.429
C -2.257 3.845 -0.128
C -2.118 5.206 0.156
F -3.186 5.926 0.616
C -0.924 5.883 0.012
C -3.567 3.206 -0.224
C -4.661 3.907 -0.734
C -5.879 3.273 -0.856
C -5.964 1.938 -0.480
C -4.822 1.303 -0.032
N -3.641 1.903 0.112
H 1.027 3.228 -0.718
H -0.852 6.943 0.198
H -4.549 4.931 -1.054
H -6.733 3.790 -1.271
H -6.904 1.407 -0.533
H -4.875 0.249 0.218
C 5.658 -2.472 -0.407
S 5.009 -3.799 -1.460
C 3.237 -3.387 -1.372
C 2.845 -2.222 -2.263
C 1.384 -1.814 -1.994
N 1.247 -1.266 -0.670
P 0.934 0.315 -0.430
C 1.370 0.423 1.337
C 0.642 1.258 2.174
C 0.956 1.340 3.519
C 1.998 0.585 4.034
C 2.716 -0.265 3.207
C 2.400 -0.345 1.863
C 2.271 1.238 -1.293
C 1.961 1.611 -2.600
C 2.894 2.275 -3.374
C 4.138 2.583 -2.842
C 4.441 2.229 -1.538
C 3.513 1.559 -0.761
P -1.347 -1.433 0.021
C -1.232 -3.241 -0.205
C -0.102 -3.921 0.247
C 0.053 -5.270 -0.009
C -0.912 -5.955 -0.733
C -2.019 -5.276 -1.218
C -2.178 -3.924 -0.968
C -1.660 -1.220 1.813
C -2.692 -0.376 2.215
C -2.890 -0.069 3.548
C -2.037 -0.581 4.512
C -0.994 -1.405 4.120
C -0.804 -1.723 2.787
H 6.738 -2.569 -0.406
H 5.273 -2.592 0.602
H 5.372 -1.506 -0.810
H 3.005 -3.154 -0.334
H 2.704 -4.293 -1.663
H 2.952 -2.497 -3.315
H 3.489 -1.361 -2.064
H 0.759 -2.714 -2.060
H 1.055 -1.136 -2.785
H -0.183 1.825 1.755
H 0.389 1.993 4.169
H 2.250 0.650 5.083
H 3.525 -0.862 3.610
H 2.935 -1.006 1.198
H 0.958 1.405 -2.967
H 2.655 2.569 -4.384
H 4.859 3.128 -3.434
H 5.408 2.484 -1.123
H 3.740 1.302 0.265
H 0.673 -3.360 0.749
H 0.937 -5.788 0.340
H -0.782 -7.008 -0.940
H -2.755 -5.805 -1.806
H -3.009 -3.378 -1.391
H -3.325 0.054 1.458
H -3.708 0.583 3.825
H -2.177 -0.325 5.555
H -0.307 -1.791 4.860
H 0.033 -2.345 2.512
O -1.280 -0.853 -2.453
S -2.698 -0.682 -2.207
O -3.537 -1.623 -2.882
O -2.830 -1.158 -0.569
O -3.162 0.677 -2.305

Here is a molecular structure, C3H3N3O2 in a non-equilibrium geometry from the Open Molecules 2025 dataset. Energies are from the ωB97M-V functional and the def2-TZVPD basis.

Net charge: 0
Energy relative to the best compared isomer or geometry (same formula, charge and spin) (kcal per mole): 202.0

Cartesian coordinates (Å):
C 0.496 0.340 -1.721
C -0.417 -0.141 0.677
C 0.771 -0.868 1.334
H -2.492 0.757 -0.284
H -0.050 0.867 -2.615
H 1.595 -0.759 -2.916
N -0.429 0.554 -0.561
N 1.530 -0.453 -1.715
N 1.765 -0.978 2.222
O -1.565 1.297 -0.959
O -1.462 -0.136 1.516

Here is a molecular structure, C19H24F4N3O2Tl in a non-equilibrium geometry from the Open Molecules 2025 dataset. Energies are from the ωB97M-V functional and the def2-TZVPD basis.

Net charge: 0
Energy relative to the best compared isomer or geometry (same formula, charge and spin) (kcal per mole): 0.0

Cartesian coordinates (Å):
Tl 12.125 12.070 5.806
C 16.382 12.011 5.679
O 15.326 12.877 6.176
C 15.398 14.203 5.677
C 14.528 15.130 6.475
O 13.154 14.958 6.126
C 12.295 15.951 6.727
H 17.363 12.258 6.127
H 16.493 12.084 4.570
H 16.135 10.981 5.920
H 15.185 14.263 4.603
H 16.454 14.545 5.771
H 14.803 16.182 6.208
H 14.722 15.012 7.565
H 12.447 16.941 6.261
H 12.501 16.054 7.810
H 11.258 15.626 6.598
F 5.926 12.522 6.857
C 7.261 12.424 6.613
C 8.163 13.187 7.371
C 9.552 13.138 7.033
C 9.946 12.371 5.985
C 9.083 11.617 5.268
C 7.712 11.581 5.582
H 7.807 13.772 8.229
H 10.220 13.683 7.668
H 9.466 10.971 4.449
H 7.044 10.926 5.030
C 12.769 6.170 4.991
N 12.575 6.892 6.291
C 12.878 6.219 7.587
C 12.287 8.172 6.273
N 11.979 9.292 6.463
H 11.966 5.479 4.799
H 13.706 5.641 5.010
H 12.783 6.912 4.208
H 12.616 5.159 7.553
H 12.233 6.736 8.325
H 13.937 6.346 7.889
F 11.624 13.285 13.456
C 12.575 12.345 13.080
F 13.762 12.760 13.621
F 12.228 11.123 13.628
C 12.677 12.186 11.578
C 13.758 12.784 10.897
C 13.723 12.640 9.535
N 12.703 11.991 8.887
C 11.727 11.418 9.586
C 11.636 11.496 10.944
H 14.558 13.299 11.374
H 14.511 12.958 8.874
H 10.952 10.935 8.998
H 10.869 10.962 11.522

- net charge of number 4 (C3H5NS)?
  0

What did the eighth record say?
Here is a molecular structure, C19H24F4N3O2Tl in a non-equilibrium geometry from the Open Molecules 2025 dataset. Energies are from the ωB97M-V functional and the def2-TZVPD basis.

Net charge: 0
Energy relative to the best compared isomer or geometry (same formula, charge and spin) (kcal per mole): 0.0

Cartesian coordinates (Å):
Tl 12.125 12.070 5.806
C 16.382 12.011 5.679
O 15.326 12.877 6.176
C 15.398 14.203 5.677
C 14.528 15.130 6.475
O 13.154 14.958 6.126
C 12.295 15.951 6.727
H 17.363 12.258 6.127
H 16.493 12.084 4.570
H 16.135 10.981 5.920
H 15.185 14.263 4.603
H 16.454 14.545 5.771
H 14.803 16.182 6.208
H 14.722 15.012 7.565
H 12.447 16.941 6.261
H 12.501 16.054 7.810
H 11.258 15.626 6.598
F 5.926 12.522 6.857
C 7.261 12.424 6.613
C 8.163 13.187 7.371
C 9.552 13.138 7.033
C 9.946 12.371 5.985
C 9.083 11.617 5.268
C 7.712 11.581 5.582
H 7.807 13.772 8.229
H 10.220 13.683 7.668
H 9.466 10.971 4.449
H 7.044 10.926 5.030
C 12.769 6.170 4.991
N 12.575 6.892 6.291
C 12.878 6.219 7.587
C 12.287 8.172 6.273
N 11.979 9.292 6.463
H 11.966 5.479 4.799
H 13.706 5.641 5.010
H 12.783 6.912 4.208
H 12.616 5.159 7.553
H 12.233 6.736 8.325
H 13.937 6.346 7.889
F 11.624 13.285 13.456
C 12.575 12.345 13.080
F 13.762 12.760 13.621
F 12.228 11.123 13.628
C 12.677 12.186 11.578
C 13.758 12.784 10.897
C 13.723 12.640 9.535
N 12.703 11.991 8.887
C 11.727 11.418 9.586
C 11.636 11.496 10.944
H 14.558 13.299 11.374
H 14.511 12.958 8.874
H 10.952 10.935 8.998
H 10.869 10.962 11.522

Repeat the eighth record exactly.
Here is a molecular structure, C19H24F4N3O2Tl in a non-equilibrium geometry from the Open Molecules 2025 dataset. Energies are from the ωB97M-V functional and the def2-TZVPD basis.

Net charge: 0
Energy relative to the best compared isomer or geometry (same formula, charge and spin) (kcal per mole): 0.0

Cartesian coordinates (Å):
Tl 12.125 12.070 5.806
C 16.382 12.011 5.679
O 15.326 12.877 6.176
C 15.398 14.203 5.677
C 14.528 15.130 6.475
O 13.154 14.958 6.126
C 12.295 15.951 6.727
H 17.363 12.258 6.127
H 16.493 12.084 4.570
H 16.135 10.981 5.920
H 15.185 14.263 4.603
H 16.454 14.545 5.771
H 14.803 16.182 6.208
H 14.722 15.012 7.565
H 12.447 16.941 6.261
H 12.501 16.054 7.810
H 11.258 15.626 6.598
F 5.926 12.522 6.857
C 7.261 12.424 6.613
C 8.163 13.187 7.371
C 9.552 13.138 7.033
C 9.946 12.371 5.985
C 9.083 11.617 5.268
C 7.712 11.581 5.582
H 7.807 13.772 8.229
H 10.220 13.683 7.668
H 9.466 10.971 4.449
H 7.044 10.926 5.030
C 12.769 6.170 4.991
N 12.575 6.892 6.291
C 12.878 6.219 7.587
C 12.287 8.172 6.273
N 11.979 9.292 6.463
H 11.966 5.479 4.799
H 13.706 5.641 5.010
H 12.783 6.912 4.208
H 12.616 5.159 7.553
H 12.233 6.736 8.325
H 13.937 6.346 7.889
F 11.624 13.285 13.456
C 12.575 12.345 13.080
F 13.762 12.760 13.621
F 12.228 11.123 13.628
C 12.677 12.186 11.578
C 13.758 12.784 10.897
C 13.723 12.640 9.535
N 12.703 11.991 8.887
C 11.727 11.418 9.586
C 11.636 11.496 10.944
H 14.558 13.299 11.374
H 14.511 12.958 8.874
H 10.952 10.935 8.998
H 10.869 10.962 11.522